Entry 1:
Molecular formula: C4H12
Method: DFT, ωB97M-V with the def2-TZVPD basis set

Multiplicity   1
Lowest unoccupied orbital energy   1.10 eV
HOMO energy   -11.7 eV
M   60.14 g/mol
Net charge   0
SMILES string   CC.CC

Atoms and positions in Å:
C1 1.4131 2.0045 -1.5988
C2 -0.0837 2.0168 -1.2312
H1 1.5010 1.9970 -2.6807
H2 1.8405 2.9373 -1.2279
H3 1.9394 1.1628 -1.1632
H4 -0.2742 2.4537 -0.2482
H5 -0.4009 0.9764 -1.1187
H6 -0.6957 2.5544 -1.9484
C3 -0.4103 -1.7742 2.0917
C4 -0.9125 -2.2312 0.7187
H7 -0.0673 -0.7434 2.0363
H8 -1.1136 -1.8800 2.9177
H9 0.4415 -2.3558 2.4317
H10 -0.4155 -3.1322 0.3509
H11 -0.7925 -1.4979 -0.0773
H12 -1.9695 -2.4882 0.7475

Atoms 1-3, force components in eV/Å:
-0.830 0.920 0.160
0.382 -0.748 0.641
0.293 -0.169 -0.096

Entry 2:
Molecular formula: C4H12
Method: DFT, ωB97M-V with the def2-TZVPD basis set

Multiplicity   1
Lowest unoccupied orbital energy   1.16 eV
HOMO energy   -11.6 eV
M   60.14 g/mol
Net charge   0
SMILES string   CC.CC

Atoms and positions in Å:
C1 0.2128 -2.3115 1.8741
C2 0.4144 -1.6047 0.5416
H1 -0.0482 -1.6163 2.6729
H2 -0.5802 -3.0323 1.8031
H3 1.0977 -2.7381 2.3536
H4 1.3332 -1.8637 0.0114
H5 0.4595 -0.5217 0.6649
H6 -0.4137 -1.8111 -0.1363
C3 0.4067 2.1117 -1.3188
C4 -1.0547 1.7847 -1.0711
H7 1.0652 1.2640 -1.1324
H8 0.5566 2.5156 -2.3198
H9 0.7215 2.9055 -0.6361
H10 -1.2839 1.7467 -0.0138
H11 -1.4675 0.9259 -1.6077
H12 -1.7220 2.5588 -1.4707

Atoms 1-3, force components in eV/Å:
0.421 0.556 0.884
0.263 0.387 -0.266
-0.555 0.285 -0.228

Entry 3:
Molecular formula: C4H12
Method: DFT, ωB97M-V with the def2-TZVPD basis set

Multiplicity   1
Lowest unoccupied orbital energy   1.18 eV
HOMO energy   -11.2 eV
M   60.14 g/mol
Net charge   0
SMILES string   CC.CC

Atoms and positions in Å:
C1 0.4679 -1.8903 0.1390
C2 0.2369 -1.4943 1.5905
H1 1.4375 -1.7351 -0.3304
H2 0.2284 -2.9551 0.0119
H3 -0.2508 -1.4723 -0.5742
H4 0.5609 -2.2391 2.3112
H5 -0.8243 -1.3053 1.7514
H6 0.7503 -0.5618 1.7804
C3 0.4025 1.9611 -0.9280
C4 -1.0383 1.5375 -0.6249
H7 1.1282 1.1418 -0.8509
H8 0.5207 1.9689 -2.0149
H9 0.6611 2.8953 -0.4454
H10 -1.7012 2.1646 -0.0880
H11 -1.0115 0.5464 -0.1722
H12 -1.5683 1.4376 -1.5553

Atoms 1-3, force components in eV/Å:
-0.879 -1.318 -0.905
-0.011 0.551 -0.544
0.272 0.128 0.560

Entry 4:
Molecular formula: C4H12
Method: DFT, ωB97M-V with the def2-TZVPD basis set

Multiplicity   1
Lowest unoccupied orbital energy   1.15 eV
HOMO energy   -10.1 eV
M   60.14 g/mol
Net charge   0
SMILES string   CC.CC

Atoms and positions in Å:
C1 0.0975 -1.0206 -1.2023
C2 -1.1479 -0.8933 -2.0012
H1 0.5638 -1.9272 -1.7641
H2 0.7000 -0.2692 -1.2135
H3 -0.0242 -1.4736 -0.1984
H4 -1.2325 0.1983 -2.4100
H5 -2.0076 -1.4090 -1.7766
H6 -0.8198 -1.0305 -3.1152
C3 1.2710 0.9866 1.5023
C4 -0.2458 1.0004 1.7539
H7 1.5302 1.1611 0.4019
H8 1.6752 1.7053 2.0703
H9 1.7061 0.0556 1.9118
H10 -0.5802 -0.1570 1.7924
H11 -0.4336 1.1455 2.8636
H12 -0.9259 1.5623 1.1218

Atoms 1-3, force components in eV/Å:
-2.385 -8.347 -0.133
2.485 4.539 -5.149
0.258 1.517 1.242

Entry 5:
Molecular formula: C4H12
Method: DFT, ωB97M-V with the def2-TZVPD basis set

Multiplicity   1
Lowest unoccupied orbital energy   1.11 eV
HOMO energy   -11.4 eV
M   60.14 g/mol
Net charge   0
SMILES string   CC.CC

Atoms and positions in Å:
C1 1.4071 0.1557 1.9387
C2 1.5194 1.4765 1.1437
H1 1.1521 0.3913 2.9795
H2 0.6252 -0.5105 1.5492
H3 2.3345 -0.4150 1.9796
H4 0.9535 2.3099 1.5957
H5 1.2155 1.2137 0.1348
H6 2.4823 1.9814 1.2328
C3 -1.8103 -1.4482 -1.2817
C4 -1.1789 -0.1842 -1.9474
H7 -1.9903 -2.3859 -1.8057
H8 -1.1383 -1.6658 -0.4480
H9 -2.8058 -1.2353 -0.9156
H10 -0.1663 -0.5370 -2.2113
H11 -1.7035 0.2959 -2.7562
H12 -0.8962 0.5576 -1.1881

Atoms 1-3, force components in eV/Å:
-0.094 0.537 0.763
-0.107 -0.014 0.861
0.007 -0.255 -0.118

Entry 6:
Molecular formula: C4H12
Method: DFT, ωB97M-V with the def2-TZVPD basis set

Multiplicity   1
Lowest unoccupied orbital energy   1.08 eV
HOMO energy   -11.5 eV
M   60.14 g/mol
Net charge   0
SMILES string   CC.CC

Atoms and positions in Å:
C1 0.9639 2.1549 0.8922
C2 0.2986 1.3740 2.0447
H1 0.4185 2.0775 -0.0028
H2 0.9478 3.2474 1.0768
H3 2.0326 1.9519 0.7530
H4 -0.4160 0.6686 1.7129
H5 -0.2400 2.0581 2.6632
H6 1.1683 0.9300 2.4259
C3 -0.1371 -1.4531 -1.8053
C4 -1.1645 -2.2139 -0.9921
H7 0.6967 -0.9633 -1.3025
H8 0.4163 -2.1463 -2.6088
H9 -0.5996 -0.6283 -2.3126
H10 -0.8573 -2.9034 -0.1383
H11 -1.7576 -2.7505 -1.8354
H12 -1.7706 -1.4036 -0.5707

Atoms 1-3, force components in eV/Å:
0.105 1.643 0.702
0.693 1.409 -1.560
-0.409 -0.425 -1.463

Entry 7:
Molecular formula: C4H12
Method: DFT, ωB97M-V with the def2-TZVPD basis set

Multiplicity   1
Lowest unoccupied orbital energy   1.18 eV
HOMO energy   -11.0 eV
M   60.14 g/mol
Net charge   0
SMILES string   CC.CC

Atoms and positions in Å:
C1 1.2220 0.8389 -0.3404
C2 1.3806 1.4939 -1.7264
H1 1.3472 -0.2525 -0.3373
H2 1.7360 1.4080 0.4396
H3 0.2093 0.8784 0.0722
H4 1.1624 0.7643 -2.4986
H5 2.4076 1.7688 -1.9204
H6 0.6762 2.3229 -1.7737
C3 -0.8724 -1.3119 1.5989
C4 -1.7016 -1.0628 0.3198
H7 -1.3848 -0.9028 2.4479
H8 -0.6073 -2.3835 1.7421
H9 0.0538 -0.7661 1.8377
H10 -1.6416 -1.9402 -0.3260
H11 -1.2998 -0.1058 -0.1437
H12 -2.6873 -0.7497 0.6085

Atoms 1-3, force components in eV/Å:
-0.802 0.069 0.383
-0.461 -0.840 0.762
0.905 0.398 0.124

Entry 8:
Molecular formula: C4H12
Method: DFT, ωB97M-V with the def2-TZVPD basis set

Multiplicity   1
Lowest unoccupied orbital energy   1.14 eV
HOMO energy   -11.4 eV
M   60.14 g/mol
Net charge   0
SMILES string   CC.CC

Atoms and positions in Å:
C1 0.9951 -1.2318 1.5692
C2 1.0394 -2.3742 0.4872
H1 1.6809 -0.4864 1.1592
H2 0.1141 -0.7059 1.7375
H3 1.3114 -1.5515 2.5818
H4 0.9701 -1.9022 -0.5401
H5 2.0275 -2.8532 0.6650
H6 0.3261 -3.2526 0.4358
C3 -0.5230 1.2663 -0.9114
C4 -1.5897 2.2995 -1.1423
H7 0.2839 1.3036 -1.6015
H8 0.1247 1.5971 -0.1047
H9 -0.8181 0.2337 -0.7832
H10 -2.4431 2.1718 -0.5077
H11 -1.9644 2.4169 -2.1640
H12 -1.1438 3.2696 -0.8944

Atoms 1-3, force components in eV/Å:
1.384 -1.412 -0.463
-0.029 -0.167 -0.300
0.235 -0.017 0.472

Entry 9:
Molecular formula: C4H12
Method: DFT, ωB97M-V with the def2-TZVPD basis set

Multiplicity   1
Lowest unoccupied orbital energy   1.14 eV
HOMO energy   -11.4 eV
M   60.14 g/mol
Net charge   0
SMILES string   CC.CC

Atoms and positions in Å:
C1 2.3480 1.2731 -0.6134
C2 1.2117 1.5910 0.3678
H1 2.5733 2.1453 -1.2336
H2 3.2953 1.0468 -0.1299
H3 2.0623 0.4214 -1.2298
H4 0.2722 1.9422 -0.0466
H5 1.5652 2.2019 1.1941
H6 0.9704 0.6462 0.8618
C3 -1.6401 -0.7285 0.3965
C4 -1.9436 -2.1135 -0.1895
H7 -0.6123 -0.5942 0.7310
H8 -1.7340 0.0796 -0.3353
H9 -2.2399 -0.5300 1.2811
H10 -2.9329 -2.4231 0.1579
H11 -1.2581 -2.8073 0.2843
H12 -1.8952 -2.2217 -1.2611

Atoms 1-3, force components in eV/Å:
-0.406 0.723 -0.258
0.740 -1.236 0.782
-0.148 -0.192 -0.242

Entry 10:
Molecular formula: C4H12
Method: DFT, ωB97M-V with the def2-TZVPD basis set

Multiplicity   1
Lowest unoccupied orbital energy   1.16 eV
HOMO energy   -11.8 eV
M   60.14 g/mol
Net charge   0
SMILES string   CC.CC

Atoms and positions in Å:
C1 0.4150 1.2167 -1.6699
C2 0.8242 0.3008 -2.8257
H1 -0.5808 0.9595 -1.3105
H2 1.1119 1.1105 -0.8397
H3 0.3914 2.2653 -1.9722
H4 1.7880 0.6100 -3.2279
H5 0.0988 0.3284 -3.6353
H6 0.9314 -0.7237 -2.4717
C3 -0.3933 -0.6381 1.5272
C4 -0.8616 -0.8873 2.9629
H7 -0.3016 -1.5628 0.9539
H8 -1.0838 0.0182 1.0031
H9 0.5918 -0.1707 1.5337
H10 -0.9626 0.0627 3.4879
H11 -0.1407 -1.4984 3.5126
H12 -1.8280 -1.3910 2.9719

Atoms 1-3, force components in eV/Å:
-0.053 -0.119 -0.219
0.117 0.258 0.292
-0.009 -0.004 0.077

Kohn-Sham gap readings, ordered: 12.8, 12.7, 12.4, 11.2, 12.5, 12.6, 12.2, 12.6, 12.5, 13.0 eV
Largest force on an atom readings, ordered: 0.024, 0.024, 0.035, 0.169, 0.043, 0.069, 0.051, 0.041, 0.032, 0.008 Eh/bohr
E readings, ordered: -4342.2659, -4342.2333, -4341.8838, -4340.2110, -4341.9158, -4341.5146, -4341.7136, -4341.8195, -4342.2151, -4342.5190 eV